[1]
# C52H45N4O

A gas-phase ion, C52H45N4O (charge +1) in a non-equilibrium geometry (ωB97M-V/def2-TZVPD, OMol25).

```
! RIJCOSX wB97M-V def2-TZVPD def2/J DEFGRID3
* xyz 1 1
C 0.2680 -3.0904 4.5040
N 1.4894 -2.2971 4.4866
C 2.5833 -2.9004 5.2468
C 1.4411 -0.9854 4.1249
C 0.2267 -0.4148 3.6636
C 0.1893 0.9334 3.3867
N 1.3148 1.7146 3.3569
C 1.2342 3.2024 3.1413
C 0.1696 3.4898 2.1156
C 0.3975 4.4990 1.0238
C -0.7502 4.9969 0.3552
C -0.6452 5.9902 -0.6135
C 0.6147 6.4022 -1.0477
C 1.7570 5.8447 -0.4605
C 1.6673 4.8820 0.5431
O -0.9783 3.0099 2.1694
C 2.5385 1.1619 3.6856
C 2.6099 -0.1354 4.1426
H -0.3452 -2.8869 3.6234
H 0.5120 -4.1666 4.5006
H -0.3556 -2.8861 5.3995
H 3.4702 -2.2700 5.2401
H 2.2927 -3.0382 6.3048
H 2.8473 -3.8835 4.8144
H -0.6819 -0.9686 3.4809
H -0.7434 1.3724 3.0812
H 2.2067 3.4498 2.6914
H -1.7418 4.6134 0.5805
H -1.5466 6.4242 -1.0307
H 0.7036 7.1271 -1.8608
H 2.7483 6.1635 -0.7805
H 2.5657 4.3737 0.9300
H 3.4278 1.8354 3.6412
H 3.6025 -0.4810 4.4975
C 9.0862 1.2863 6.3816
C 8.0406 0.4161 6.7210
C 6.8480 0.9205 7.2547
C 6.7227 2.2970 7.4717
N 5.4767 2.8113 7.9225
C 5.3616 3.1575 9.2867
C 5.7003 4.4527 9.6947
C 5.8923 4.7096 11.0501
C 5.6733 3.6982 11.9879
C 5.2522 2.4284 11.5771
C 5.0977 2.1478 10.2164
C 4.4413 3.0959 7.0066
C 3.2357 2.3913 7.1470
C 2.1828 2.7407 6.3215
C 2.3091 3.8300 5.4413
C 1.0978 4.2461 4.6299
C 0.8796 5.7528 4.4784
C -0.0702 6.1181 3.5138
C 0.0034 7.3699 2.9395
C 0.6275 8.3887 3.6761
N 0.6061 9.6643 3.1386
C 0.7517 10.8130 3.9441
C 1.8789 11.6316 3.7484
C 1.9444 12.8699 4.3964
C 0.8682 13.3232 5.1668
C -0.2191 12.4645 5.4074
C -0.2734 11.1849 4.8328
C 0.4401 9.8695 1.7246
C -0.8287 10.1576 1.1881
C -0.9610 10.3109 -0.2013
C 0.1568 10.1947 -1.0286
C 1.4070 9.9202 -0.4869
C 1.5528 9.7338 0.8906
C 1.2435 8.1199 4.9167
C 1.4272 6.7921 5.2869
C 3.5461 4.4885 5.2760
C 4.6463 4.0398 5.9809
C 7.8063 3.1530 7.2377
C 8.9716 2.6516 6.6470
H 9.9856 0.8966 5.9073
H 8.1196 -0.6607 6.5507
H 5.9823 0.2904 7.5086
H 5.8666 5.2025 8.9205
H 6.2306 5.6956 11.3515
H 5.8721 3.8827 13.0389
H 5.0551 1.6289 12.2952
H 4.8176 1.1557 9.8330
H 3.1475 1.5729 7.8611
H 1.2220 2.2057 6.3670
H 0.1460 3.7395 4.9424
H -0.8381 5.3965 3.2101
H -0.4860 7.5961 1.9845
H 2.6617 11.2694 3.0687
H 2.8487 13.4650 4.2759
H 0.8788 14.3380 5.5710
H -1.0418 12.7720 6.0497
H -1.1015 10.4741 5.0002
H -1.6791 10.2540 1.8864
H -1.9521 10.5288 -0.6041
H 0.0458 10.3198 -2.0969
H 2.2896 9.8375 -1.1111
H 2.5164 9.5068 1.3595
H 1.5523 8.9160 5.5775
H 1.9867 6.5794 6.1981
H 3.6302 5.3418 4.5952
H 5.6224 4.4849 5.7807
H 7.6777 4.2058 7.5022
H 9.7649 3.3489 6.3858
*
```

Output
Molecular weight = 742.0 g mol⁻¹
Gap between HOMO and LUMO = 6.454 eV
E_HOMO = -9.31 eV



[2]
# C52H46GeN4O3PbS2

A molecular structure, C52H46GeN4O3PbS2 (ωB97M-V/def2-TZVPD, OMol25).

```
! RIJCOSX wB97M-V def2-TZVPD def2/J DEFGRID3
* xyz 0 1
Pb -3.5032 1.8104 -1.4455
C -7.4470 1.4183 0.8092
O -7.6476 0.0095 0.6811
C -6.5750 -0.8345 0.6927
C -6.7786 -2.0575 1.2813
C -5.7753 -3.0391 1.3174
C -4.5473 -2.7367 0.8016
C -4.2949 -1.4829 0.1988
C -2.9394 -1.2688 -0.2281
N -2.4373 -0.2994 -0.9110
N -1.0384 -0.3564 -1.1012
C -0.5865 0.5089 -2.0625
O -1.2593 1.4477 -2.4836
C 0.7470 0.2383 -2.6617
C 1.1557 -1.0641 -2.9245
C 2.3295 -1.2942 -3.6264
C 3.0982 -0.2226 -4.0570
C 2.6881 1.0822 -3.7973
C 1.5089 1.3130 -3.1106
C -5.3316 -0.5241 0.0646
O -5.2095 0.5644 -0.6276
H -8.4164 1.8254 1.0881
H -7.1116 1.8669 -0.1194
H -6.7225 1.6421 1.5951
H -7.7540 -2.2472 1.7156
H -5.9759 -4.0082 1.7574
H -3.7510 -3.4724 0.8137
H -2.2623 -2.0577 0.0875
H 0.5463 -1.8961 -2.5971
H 2.6462 -2.3098 -3.8302
H 4.0144 -0.4021 -4.6041
H 3.2811 1.9183 -4.1463
H 1.1651 2.3218 -2.9145
S -2.6387 2.6182 0.9052
C -0.8794 2.8204 0.7844
N -0.3875 4.0577 0.3692
C 1.0490 4.2363 0.2821
C 1.7371 3.4351 1.3538
N 1.4278 2.0343 1.1491
C 2.2523 1.1956 2.0039
C 3.7050 1.1874 1.5678
C 4.7042 0.9170 2.5008
C 6.0383 0.8500 2.1162
C 6.3925 1.0730 0.7915
C 5.4037 1.3534 -0.1419
C 4.0689 1.4026 0.2418
C -0.0079 1.8106 1.1348
S -0.5973 0.2170 1.5496
C -1.1768 5.2427 0.0625
C -0.9540 5.6973 -1.3696
C -0.1510 6.7943 -1.6636
C 0.0935 7.1668 -2.9820
C -0.4668 6.4424 -4.0238
C -1.2739 5.3455 -3.7415
C -1.5111 4.9797 -2.4250
H 1.2776 5.2971 0.3944
H 1.4247 3.9132 -0.6945
H 1.3968 3.7715 2.3451
H 2.8150 3.5757 1.2866
H 1.8708 0.1788 1.9597
H 2.1860 1.4995 3.0612
H 4.4316 0.7621 3.5408
H 6.8031 0.6382 2.8551
H 7.4332 1.0299 0.4921
H 5.6752 1.5369 -1.1761
H 3.2916 1.6197 -0.4849
H -0.9032 6.0561 0.7448
H -2.2187 4.9982 0.2296
H 0.2854 7.3671 -0.8504
H 0.7249 8.0225 -3.1937
H -0.2766 6.7287 -5.0498
H -1.7199 4.7738 -4.5478
H -2.1248 4.1141 -2.2089
C -0.1002 -0.6737 0.0264
Ge 0.4075 -2.5582 0.5398
C -0.0124 -2.8824 2.4237
C 0.8870 -2.5347 3.4362
C 0.5222 -2.6252 4.7725
C -0.7539 -3.0539 5.1197
C -1.6509 -3.4226 4.1263
C -1.2744 -3.3451 2.7906
C 2.3554 -2.6645 0.3847
C 3.0621 -3.5508 1.2046
C 4.4498 -3.6027 1.1706
C 5.1566 -2.7812 0.3023
C 4.4702 -1.9103 -0.5316
C 3.0818 -1.8459 -0.4810
C -0.5536 -3.9364 -0.4631
C -0.4778 -5.2383 0.0439
C -1.1796 -6.2765 -0.5563
C -1.9749 -6.0254 -1.6681
C -2.0564 -4.7403 -2.1843
C -1.3496 -3.7030 -1.5847
H 0.8454 -0.2070 -0.2404
H 1.8819 -2.1839 3.1835
H 1.2305 -2.3483 5.5445
H -1.0456 -3.1042 6.1616
H -2.6476 -3.7613 4.3865
H -1.9748 -3.6632 2.0285
H 2.5242 -4.2135 1.8751
H 4.9802 -4.2794 1.8315
H 6.2402 -2.8214 0.2759
H 5.0109 -1.2657 -1.2147
H 2.5717 -1.1447 -1.1299
H 0.1270 -5.4397 0.9223
H -1.1119 -7.2792 -0.1505
H -2.5384 -6.8291 -2.1269
H -2.6761 -4.5408 -3.0502
H -1.4425 -2.7016 -1.9938
*
```

Output
Molecular weight = 1118.9 g mol⁻¹
Gap between HOMO and LUMO = 6.558 eV
E_HOMO = -6.67 eV



[3]
# C52H49Cl3N9O3PS2Zr

A molecular structure, C52H49Cl3N9O3PS2Zr in a non-equilibrium geometry (ωB97M-V/def2-TZVPD, OMol25).

```
! RIJCOSX wB97M-V def2-TZVPD def2/J DEFGRID3
* xyz 0 1
Zr -0.9589 0.9843 -0.3852
N -0.6783 -1.2008 4.3675
C -0.1743 -0.4663 3.2989
S 0.8371 0.8765 3.8057
N -0.5521 -0.8294 2.1220
N 0.0533 -0.1953 1.0161
C 1.4715 0.0927 1.2036
C 2.1045 0.3585 -0.1287
C 3.4582 0.1231 -0.3570
C 3.9833 0.3810 -1.6026
C 3.1496 0.8721 -2.6061
C 1.8272 1.0902 -2.3027
N 1.3134 0.8419 -1.0880
H -0.7807 -0.6881 5.2296
H -1.4883 -1.7465 4.1133
H 1.9499 -0.7895 1.6577
H 4.0710 -0.2397 0.4558
H 5.0331 0.2083 -1.8014
H 3.5187 1.0849 -3.5991
H 1.1361 1.4703 -3.0448
O -1.1919 2.5485 0.8846
C -1.6099 2.6047 2.1443
C -1.1210 3.6037 2.9906
C -1.5293 3.6534 4.3050
C -2.4504 2.7324 4.8117
C -2.9691 1.7722 3.9751
C -2.5680 1.6876 2.6314
C -3.2395 0.7434 1.7747
N -2.9421 0.5879 0.5337
N -3.7469 -0.2460 -0.2413
C -3.4155 -0.0727 -1.4882
O -2.4987 0.7767 -1.8729
C -4.0376 -0.9365 -2.5208
C -3.7376 -0.7275 -3.8620
C -4.2678 -1.5635 -4.8341
C -5.0919 -2.6172 -4.4688
C -5.3927 -2.8297 -3.1282
C -4.8709 -1.9927 -2.1562
H -0.3746 4.2871 2.6092
H -1.1141 4.4103 4.9581
H -2.7602 2.7832 5.8462
H -3.7070 1.0675 4.3413
H -4.0692 0.1688 2.1854
H -3.0840 0.0909 -4.1313
H -4.0337 -1.3919 -5.8768
H -5.5042 -3.2721 -5.2255
H -6.0387 -3.6488 -2.8397
H -5.0972 -2.1489 -1.1106
Cl 5.3731 -6.0361 -1.7106
C 3.6888 -5.8352 -1.3456
C 3.0836 -4.6091 -1.5532
C 1.7439 -4.4628 -1.2376
C 0.9808 -5.5115 -0.7182
C -0.4717 -5.3386 -0.3200
C -1.3951 -4.7558 -1.3961
N -1.1001 -3.3852 -1.7750
C -0.6732 -2.9525 -3.0084
C -0.4263 -1.6214 -2.8750
N -0.6960 -1.2384 -1.5842
C -1.1171 -2.3140 -0.9577
O -0.6919 -4.6081 0.8870
C 0.3811 -3.9393 1.5423
C 1.4034 -4.8622 2.1395
C 1.1416 -5.9597 2.9026
Cl -0.3985 -6.5480 3.3842
S 2.5571 -6.7791 3.4108
C 3.5497 -5.6333 2.6158
C 2.8113 -4.6817 1.9889
C 1.6373 -6.7291 -0.5321
Cl 0.8119 -8.1082 0.1339
C 2.9772 -6.9049 -0.8381
H 3.6552 -3.7792 -1.9446
H 1.2957 -3.4919 -1.3761
H -0.8788 -6.3358 -0.1348
H -2.4193 -4.8049 -1.0257
H -1.3351 -5.3605 -2.3016
H -0.5661 -3.6289 -3.8377
H -0.0798 -0.9263 -3.6212
H -1.3976 -2.3619 0.0839
H -0.1081 -3.3367 2.3091
H 0.8851 -3.2301 0.8774
H 4.6227 -5.7246 2.6473
H 3.2429 -3.8703 1.4194
H 3.4542 -7.8587 -0.6692
N 4.8751 7.3577 5.8692
C 4.4556 6.5080 5.2146
C 3.9326 5.4523 4.4035
C 4.4440 4.1538 4.5022
C 3.9345 3.1381 3.7276
C 2.8845 3.3667 2.8025
C 2.4007 4.6942 2.7054
C 2.9017 5.7047 3.4939
C 2.4060 2.3326 1.9790
C 1.7286 1.2403 2.1378
H 5.2418 3.9493 5.2051
H 4.3340 2.1363 3.8215
H 1.6305 4.9150 1.9765
H 2.5064 6.7089 3.4042
C 1.0559 5.7494 -1.7168
C 0.7051 4.4130 -1.0720
P -0.6659 3.4656 -1.8201
C -0.4084 3.5973 -3.6342
C -1.1372 2.5328 -4.4524
C -2.1233 4.5142 -1.4649
C -3.4424 4.0156 -2.0450
H 1.8052 6.2704 -1.1202
H 0.1894 6.4070 -1.7987
H 1.4706 5.6191 -2.7173
H 0.3959 4.5444 -0.0312
H 1.5784 3.7564 -1.0187
H 0.6705 3.5380 -3.8041
H -0.7007 4.6031 -3.9495
H -1.0196 1.5392 -4.0137
H -0.7589 2.5067 -5.4748
H -2.2089 2.7231 -4.4959
H -1.9067 5.5245 -1.8249
H -2.1748 4.5646 -0.3751
H -3.4508 4.0789 -3.1340
H -4.2675 4.6253 -1.6764
H -3.6339 2.9785 -1.7719
*
```

Output
Molecular weight = 1140.7 g mol⁻¹
Gap between HOMO and LUMO = 5.396 eV
Energy above the lowest of the compared OMol25 structures with the same formula, charge and spin = 0.995 eV
E_HOMO = -5.79 eV



[4]
# C52H49F9NNaO4P2STe

A molecular structure, C52H49F9NNaO4P2STe (ωB97M-V/def2-TZVPD, OMol25).

```
! RIJCOSX wB97M-V def2-TZVPD def2/J DEFGRID3
* xyz -2 1
Na 0.0240 -0.2280 -0.3489
C -2.7846 -2.2253 0.3512
P -1.2790 -2.4257 1.3858
C -1.9969 -2.6223 3.0614
C -3.3201 -2.3195 3.3734
C -3.8083 -2.5306 4.6577
C -2.9816 -3.0348 5.6508
C -1.6469 -3.3001 5.3603
C -1.1596 -3.0856 4.0804
C -0.8606 -4.1738 1.0105
C 0.1793 -4.3905 0.1072
C 0.5214 -5.6795 -0.2826
C -0.1673 -6.7657 0.2353
C -1.2044 -6.5621 1.1381
C -1.5511 -5.2744 1.5191
C -3.2145 -0.7860 0.3287
C -4.5046 -0.2709 0.3195
C -4.3601 1.1390 0.2840
C -2.9911 1.3767 0.2830
C -2.2734 2.6912 0.4055
P -0.8692 2.4242 1.5778
C -0.3216 4.1570 1.8690
C -0.1760 5.0507 0.8053
C 0.3446 6.3228 0.9951
C 0.7423 6.7338 2.2594
C 0.6164 5.8548 3.3261
C 0.0929 4.5849 3.1325
C -1.8298 2.1262 3.1103
C -1.7083 0.8811 3.7177
C -2.4236 0.5837 4.8717
C -3.2765 1.5278 5.4199
C -3.4190 2.7703 4.8110
C -2.7021 3.0634 3.6626
N -2.2851 0.2099 0.3157
H -3.5899 -2.8841 0.6925
H -2.4834 -2.5893 -0.6381
H -3.9689 -1.8960 2.6153
H -4.8398 -2.2859 4.8825
H -3.3656 -3.2003 6.6506
H -0.9855 -3.6743 6.1329
H -0.1180 -3.2924 3.8557
H 0.7277 -3.5471 -0.2999
H 1.3283 -5.8213 -0.9907
H 0.1001 -7.7723 -0.0653
H -1.7460 -7.4095 1.5434
H -2.3617 -5.1196 2.2228
H -5.4258 -0.8391 0.3243
H -5.1446 1.8839 0.3075
H -2.9527 3.4695 0.7665
H -1.8515 3.0530 -0.5409
H -0.4733 4.7496 -0.1913
H 0.4438 6.9932 0.1493
H 1.1533 7.7246 2.4101
H 0.9335 6.1564 4.3176
H 0.0084 3.9089 3.9752
H -1.0629 0.1377 3.2706
H -2.3228 -0.3932 5.3255
H -3.8411 1.2947 6.3156
H -4.0944 3.5073 5.2304
H -2.8109 4.0357 3.1941
C -3.5561 2.8183 -4.2952
C -2.6153 2.8805 -3.1064
S -1.1902 1.7316 -3.3573
O -1.1542 1.4112 -4.8132
C 0.1423 2.9308 -3.0563
C 0.3163 3.9042 -4.2049
H -4.4081 3.4796 -4.1249
H -3.9309 1.8051 -4.4406
H -3.0480 3.1133 -5.2120
H -3.1056 2.5299 -2.1952
H -2.2462 3.8956 -2.9388
H 1.0365 2.3262 -2.9005
H -0.0966 3.4230 -2.1098
H -0.5462 4.5687 -4.3022
H 1.2080 4.5127 -4.0494
H 0.4261 3.3507 -5.1368
Te 1.6947 -0.8444 -3.3327
C 3.4555 0.4367 -3.7506
C 4.1011 0.4224 -4.9896
C 5.0829 1.3532 -5.3073
C 5.4366 2.3314 -4.3839
C 4.8064 2.3621 -3.1475
C 3.8284 1.4210 -2.8374
C 2.9696 -2.4963 -2.9355
C 2.4809 -3.7896 -3.1252
C 3.2867 -4.8895 -2.8627
C 4.5848 -4.7216 -2.3964
C 5.0702 -3.4366 -2.1995
C 4.2706 -2.3330 -2.4698
H 3.8238 -0.3306 -5.7208
H 5.5699 1.3215 -6.2765
H 6.2011 3.0608 -4.6270
H 5.0797 3.1139 -2.4150
H 3.3564 1.4445 -1.8610
H 1.4657 -3.9351 -3.4744
H 2.8928 -5.8873 -3.0251
H 5.2073 -5.5828 -2.1827
H 6.0732 -3.2854 -1.8171
H 4.6631 -1.3390 -2.2971
F 4.7109 -0.0168 -0.1700
C 4.1521 0.6331 0.8655
F 5.1241 0.7901 1.7963
F 3.8425 1.8632 0.4355
C 2.8671 -0.1144 1.3783
O 1.8496 0.0719 0.5734
C 2.5767 0.4165 2.8273
F 1.3828 0.0082 3.2647
F 2.5667 1.7608 2.8455
F 3.4762 0.0173 3.7619
C 3.2241 -1.6442 1.4915
F 3.1710 -2.2326 0.2952
F 2.3486 -2.2867 2.2906
F 4.4564 -1.8962 1.9998
C -2.4637 -1.3372 -2.8242
O -1.1101 -1.3731 -2.3726
C -0.2636 -2.4033 -2.8721
O -0.7896 -3.3874 -3.3422
H -3.0040 -0.6494 -2.1740
H -2.9226 -2.3262 -2.7821
H -2.4901 -0.9844 -3.8602
*
```

Output
Molecular weight = 1167.6 g mol⁻¹
Gap between HOMO and LUMO = 5.602 eV
Energy above the lowest of the compared OMol25 structures with the same formula, charge and spin = 0.000 eV
E_HOMO = -1.97 eV



Calculated calculated total energy (a.u.), listed in the same order as above: -2302.51622 -5520.02965 -5294.91440 -4776.76512